Entry 1:
Computed, not measured: a molecular structure, C25H48HoP4Se in a non-equilibrium geometry, with wB97M-V/def2-TZVPD.

Each line ends with the Löwdin spin population.
Geometry (Å):
Ho  0.304  0.546  -0.115  4.045
P  0.627  2.459  1.991  -0.007
P  -1.789  -0.715  1.644  -0.005
P  -2.022  1.775  -1.046  -0.005
H  2.011  0.489  -2.773  -0.001
C  1.344  1.251  -2.292  -0.015
C  1.755  1.821  -1.058  0.006
H  2.594  1.394  -0.440  0.000
C  2.146  2.332  3.023  -0.001
C  -0.655  2.800  3.265  -0.001
C  0.850  4.139  1.248  -0.001
C  -2.694  -2.186  1.012  0.000
C  -1.151  -1.501  3.179  -0.001
C  -3.243  0.099  2.419  -0.001
C  -1.832  2.703  -2.608  -0.001
C  -2.836  3.037  0.020  -0.001
C  -3.441  0.694  -1.490  0.000
H  0.873  1.747  -3.175  0.000
H  1.251  2.651  -0.493  0.001
H  2.941  1.832  2.446  0.000
H  1.924  1.724  3.914  0.000
H  2.498  3.331  3.328  0.000
H  -0.774  1.904  3.896  0.000
H  -1.617  3.016  2.774  0.000
H  -0.380  3.651  3.904  0.000
H  1.467  4.125  0.340  0.000
H  1.360  4.790  1.963  0.000
H  -0.136  4.546  0.980  0.000
H  -3.297  -2.627  1.821  0.000
H  -1.963  -2.923  0.656  0.000
H  -3.347  -1.900  0.178  0.000
H  -2.014  -1.809  3.805  0.000
H  -0.535  -0.785  3.722  0.000
H  -0.540  -2.376  2.930  0.000
H  -3.730  -0.629  3.083  0.000
H  -3.966  0.430  1.667  0.000
H  -2.921  0.961  3.016  0.000
H  -2.809  3.134  -2.857  0.000
H  -1.514  2.018  -3.405  0.000
H  -1.093  3.508  -2.498  0.000
H  -3.634  3.518  -0.568  0.000
H  -2.118  3.804  0.339  0.000
H  -3.280  2.570  0.909  0.000
H  -4.163  1.309  -2.047  0.000
H  -3.920  0.300  -0.581  0.000
H  -3.130  -0.150  -2.125  0.000
C  -0.512  -1.557  -4.686  0.000
C  0.742  -1.078  -5.094  0.000
C  0.944  -0.582  -6.385  0.000
C  -0.131  -0.471  -7.281  0.000
C  -1.417  -0.805  -6.836  0.000
C  -1.615  -1.286  -5.526  0.000
Se  -0.522  -2.656  -3.098  -0.004
H  -2.008  -2.778  -3.082  0.000
H  1.545  -1.123  -4.356  0.000
H  1.915  -0.216  -6.724  0.000
H  0.038  0.026  -8.241  0.000
H  -2.247  -0.563  -7.515  0.000
H  -2.605  -1.457  -5.113  0.000
C  3.929  -0.608  0.766  -0.001
P  2.223  -1.277  0.665  -0.005
C  2.513  -2.512  -0.636  0.000
C  2.147  -2.296  2.182  -0.001
C  1.810  -3.659  2.213  0.000
C  1.805  -4.343  3.431  0.000
C  2.086  -3.671  4.616  0.000
C  2.373  -2.311  4.589  0.000
C  2.432  -1.630  3.385  0.000
H  4.568  -1.450  0.495  0.000
H  4.152  -0.275  1.786  0.000
H  4.113  0.230  0.077  0.000
H  3.584  -2.689  -0.692  0.000
H  1.969  -3.441  -0.418  0.000
H  2.143  -2.131  -1.605  0.000
H  1.597  -4.219  1.305  0.000
H  1.596  -5.407  3.419  0.000
H  2.111  -4.222  5.552  0.000
H  2.590  -1.770  5.508  0.000
H  2.735  -0.581  3.398  0.000

As for the spin multiplicity: 5. The calculation puts the electronic energy at -154975.8505 eV. For the HOMO energy (spin up / spin down), the calculation gives -0.568 / -0.569 Ha. The total charge is +3. As for the lowest unoccupied orbital energy (spin up / spin down): -11.26 / -11.13 eV.

---

Entry 2:
Computed, not measured: a molecular structure, C25H48N6O5STl in a non-equilibrium geometry, with wB97M-V/def2-TZVPD.

Each line ends with the Mulliken charge.
Geometry (Å):
Tl  -0.078  -0.620  -1.823  1.150
C  -1.155  1.582  3.219  -1.711
C  -1.921  0.486  2.468  0.653
C  -1.720  -0.891  3.139  -2.976
C  -0.414  -1.629  3.369  2.164
C  -0.791  -2.987  3.923  -2.297
C  0.484  -0.945  4.422  -1.638
N  0.284  -1.779  2.082  1.731
C  1.534  -2.521  2.065  -0.540
C  2.027  -2.821  0.670  -1.625
N  2.465  -1.698  -0.179  1.177
C  2.632  -2.265  -1.509  -1.178
C  2.848  -1.359  -2.737  0.289
O  3.740  -1.589  -3.542  -0.797
O  2.010  -0.418  -2.912  -0.827
C  3.649  -0.974  0.368  0.145
C  4.806  -0.662  -0.692  -1.882
C  3.245  0.321  1.100  -2.068
C  2.361  1.533  0.428  2.320
C  2.592  2.637  1.397  -1.906
C  2.791  1.890  -0.987  -1.937
N  0.896  1.104  0.374  1.783
C  -0.015  2.237  0.423  -1.248
C  -1.417  1.738  0.287  -0.535
N  -1.741  0.465  0.952  1.414
C  -3.005  -0.007  0.428  0.987
C  -3.287  -1.436  0.645  0.309
O  -4.425  -1.834  0.858  -0.723
O  -2.296  -2.278  0.541  -0.490
H  -1.365  1.619  4.303  0.367
H  -1.515  2.578  2.884  0.520
H  -0.084  1.625  3.182  0.047
H  -2.957  0.840  2.637  0.451
H  -2.393  -1.666  2.819  0.651
H  -2.106  -0.716  4.112  0.763
H  -1.401  -2.877  4.818  0.394
H  0.057  -3.568  4.178  0.601
H  -1.317  -3.489  3.119  0.554
H  0.008  -0.943  5.448  0.372
H  0.674  0.076  4.028  0.276
H  1.491  -1.373  4.590  0.283
H  -1.386  -1.978  0.532  0.136
H  0.231  -0.931  1.471  -1.485
H  1.356  -3.435  2.742  0.321
H  2.356  -2.046  2.594  0.410
H  1.191  -3.261  0.161  0.396
H  2.856  -3.536  0.775  0.435
H  1.578  -2.671  -1.728  0.515
H  3.367  -3.080  -1.514  0.489
H  4.118  -1.567  1.165  0.294
H  4.541  0.054  -1.544  0.276
H  5.149  -1.565  -1.151  0.541
H  5.652  -0.198  -0.167  0.460
H  4.189  0.842  1.425  0.592
H  2.824  0.094  2.050  0.322
H  3.677  2.848  1.476  0.507
H  2.207  2.298  2.382  0.305
H  2.094  3.578  1.166  0.352
H  3.855  2.188  -1.089  0.310
H  2.233  2.688  -1.367  0.535
H  2.698  1.038  -1.621  0.196
H  0.802  0.599  1.231  -1.079
H  0.114  2.772  -0.503  0.351
H  0.057  2.942  1.269  0.525
H  -1.635  1.566  -0.739  -0.587
H  -2.072  2.574  0.628  0.140
H  -3.014  0.086  -0.685  -0.876
H  -3.862  0.602  0.725  0.295
C  -3.022  4.061  -3.593  -1.030
N  -3.259  2.639  -3.496  0.163
C  -4.507  2.122  -3.568  -0.302
C  -4.359  0.777  -3.444  -0.804
N  -3.016  0.489  -3.204  -0.315
C  -2.337  1.621  -3.310  0.315
S  -0.589  1.837  -3.361  -0.523
H  -3.370  4.655  -2.745  0.327
H  -3.354  4.536  -4.539  0.347
H  -1.949  4.200  -3.601  0.321
H  -5.325  2.839  -3.693  0.426
H  -5.084  -0.046  -3.364  0.362
H  -2.433  -1.103  -4.113  0.411
C  -1.544  -1.658  -5.740  -0.712
O  -2.104  -1.952  -4.482  -0.513
H  -2.166  -2.041  -6.577  0.257
H  -0.614  -2.184  -5.775  0.271
H  -1.331  -0.676  -5.970  0.297

The calculation puts the electronic energy at -61412.0774 eV. For the HOMO energy, the calculation gives -0.167 Ha. Its energy above the lowest of the compared OMol25 structures with the same formula, charge and spin is 27.9 kcal/mol. The total charge is -1. As for the lowest unoccupied orbital energy: 2.30 eV.

---

- Which of these has the highest electronic energy?
  C25H48N6O5STl

---

- Which value of total charge does entry 2 give?
  -1